Entry 1:
# C5H4ClFO

C5H4ClFO in the gas phase (wB97M-V/def2-TZVPD, the Open Molecules 2025 dataset).

Structure (XYZ):
```
12
Properties=species:S:1:pos:R:3
C -0.12547 1.50391 -1.17379
C -0.05395 0.36885 -0.21257
C 0.24495 -0.52076 1.76204
C 0.03460 -1.57791 0.92231
C -0.13772 -0.99550 -0.34947
H -0.70502 2.31697 -0.69153
H -0.58197 1.18784 -2.08396
H 0.39847 -0.46459 2.84364
H 0.02119 -2.64561 1.15798
O 0.18292 0.64533 1.09481
F 1.15570 1.99902 -1.44028
Cl -0.43370 -1.81756 -1.82918
```

**Net charge**: 0
**Orbital gap**: 10.014 eV
**ΔE to the lowest compared entry with this formula, charge and spin**: 2.9 kcal per mole
**Molar mass**: 134.5 g/mol
**HOMO**: -9.1175 eV
**SMILES**: FCc1occc1Cl

Entry 2:
# C5H4ClFS

C5H4ClFS in the gas phase (wB97M-V/def2-TZVPD, the Open Molecules 2025 dataset).

Structure (XYZ):
```
12
Properties=species:S:1:pos:R:3
C -0.85217 -0.11625 -0.63447
C 0.40597 0.40614 -1.24255
C 1.56689 0.04262 -0.92958
C -1.20465 -0.18691 0.66784
C -0.47386 0.25124 1.79706
H 0.19883 0.86955 -2.18738
H 1.89011 -0.62332 -0.02344
H 2.30816 0.56463 -1.42215
H -0.39692 -0.59125 2.64410
F -1.62533 -0.82010 -1.45529
S 0.64924 1.51109 1.84029
Cl -2.46628 -1.30743 0.94557
```

**Net charge**: 0
**Orbital gap**: 7.581 eV
**ΔE to the lowest compared entry with this formula, charge and spin**: 42.3 kcal per mole
**Molar mass**: 150.6 g/mol
**HOMO**: -8.8805 eV
**SMILES**: C=C/C(F)=C(/Cl)C=S

Entry 3:
# C5H4ClNO2

2 unconnected molecules or ions with the total composition C5H4ClNO2 (wB97M-V/def2-TZVPD, the Open Molecules 2025 dataset).

Structure (XYZ):
```
13
Properties=species:S:1:pos:R:3
C -1.96081 -0.38898 -0.30881
C -0.94526 0.18412 -1.13442
C -1.63102 -0.17202 0.97629
C -0.02676 0.72190 -0.20760
C 1.30986 1.11671 -0.21911
N 2.36286 1.55237 -0.48380
O 3.53878 1.73972 -0.52673
O -0.48983 0.52243 1.05987
Cl 1.41586 -1.74018 0.83947
H -2.86545 -0.92437 -0.50940
H -0.84580 0.46688 -2.16881
H -2.24368 -0.38089 1.84180
H 2.38124 -2.69769 0.84124
```

**Net charge**: 0
**Orbital gap**: 8.842 eV
**ΔE to the lowest compared entry with this formula, charge and spin**: 75.6 kcal per mole
**Molar mass**: 145.5 g/mol
**HOMO**: -8.5181 eV
**SMILES**: [O-][N+]#Cc1ccco1.Cl

Entry 4:
# C5H4ClNO4S2

C5H4ClNO4S2 in the gas phase (wB97M-V/def2-TZVPD, the Open Molecules 2025 dataset).

Structure (XYZ):
```
17
Properties=species:S:1:pos:R:3
C 0.08522 -0.57539 -1.71092
C -0.83700 -0.78988 -0.77088
C -0.98644 -0.87754 0.65849
C 2.17203 1.08848 -0.23607
C -2.21882 -0.63227 -0.13581
N 2.20432 -0.29224 -0.02877
O 1.49241 -0.57349 1.10436
O 2.98313 1.66789 -0.83250
O 0.22440 0.75890 2.71092
O 1.01238 1.58461 0.25927
S 1.73854 -1.00225 -1.53773
S 0.11604 0.59741 1.31735
Cl -1.38904 2.08035 0.95430
H -0.40884 -0.46553 -2.71754
H -3.05326 -1.43415 -0.33900
H -0.69194 -1.55040 1.37476
H -2.44313 0.41548 -0.07023
```

**Net charge**: 0
**Orbital gap**: 8.416 eV
**ΔE to the lowest compared entry with this formula, charge and spin**: 52.6 kcal per mole
**Molar mass**: 241.7 g/mol
**HOMO**: -9.5413 eV
**SMILES**: O=C1OS2(=O)(Cl)ON1SC=C1C[C@@H]12

Entry 5:
# C5H4F3N2O2S

A gas-phase ion, C5H4F3N2O2S (charge -1) (wB97M-V/def2-TZVPD, the Open Molecules 2025 dataset).

Structure (XYZ):
```
17
Properties=species:S:1:pos:R:3
C 0.55951 -1.15197 0.91638
C 0.02874 -2.05647 0.08918
C -0.30523 0.75349 -1.08582
C -0.05806 2.36242 0.70184
C 0.32866 -3.44691 -0.08761
N 0.48397 0.16464 1.06877
N 0.01662 1.02523 0.12136
O -2.17979 2.67315 -1.24681
O 0.07085 3.03012 -2.18072
F -0.77246 -4.25371 -0.12186
F 0.99315 -3.74650 -1.23676
F 1.11260 -4.03423 0.90645
S -1.12451 2.15238 -2.14312
H 1.09746 -1.53113 1.79987
H 0.41873 2.34267 1.67942
H 0.43777 3.06765 0.03400
H -1.10800 2.64918 0.78543
```

**Net charge**: -1
**Orbital gap (alpha / beta)**: 6.480 / 7.036 eV
**ΔE to the lowest compared entry with this formula, charge and spin**: 124.2 kcal per mole
**Molar mass**: 213.2 g/mol
**HOMO (alpha / beta)**: -4.5621 / -4.4029 eV

Entry 6:
# C5H4F4O3S

A molecular structure, C5H4F4O3S (wB97M-V/def2-TZVPD, the Open Molecules 2025 dataset).

Structure (XYZ):
```
17
Properties=species:S:1:pos:R:3
C 1.40800 0.91897 1.10813
C 0.86879 0.69790 -0.03379
C 1.02234 -1.58961 -0.82328
C 1.51332 -2.50574 0.28877
C -0.00118 -0.56001 -0.43175
O 1.25866 -3.68249 -2.57386
O -1.02911 -3.19820 -1.94255
O 0.87347 -3.63329 -0.07533
F 0.99426 1.64489 -0.98555
F 2.12491 -1.07426 -1.49493
F 2.87733 -2.55691 0.27044
F 1.18600 -2.17832 1.57725
S 0.36350 -3.14147 -1.61988
H 2.13695 1.74564 1.24764
H 1.41639 0.10545 1.90914
H -0.56204 -1.00481 0.36889
H -0.54880 -0.28283 -1.41802
```

**Net charge**: 0
**Orbital gap**: 11.005 eV
**Molar mass**: 220.1 g/mol
**HOMO**: -10.6754 eV

Entry 7:
# C5H4FNO

C5H4FNO in the gas phase (wB97M-V/def2-TZVPD, the Open Molecules 2025 dataset).

Structure (XYZ):
```
12
Properties=species:S:1:pos:R:3
C -1.61530 0.12154 -0.00962
C -0.11080 0.10680 -0.00037
C 0.55349 1.43691 0.00128
C 0.56493 -1.04890 0.00540
C 1.99333 -1.18637 0.00221
H -1.99415 0.63741 0.90709
H -1.99403 0.62406 -0.87474
H -0.16860 2.30313 -0.01201
H 0.00697 -2.02301 -0.00925
N 3.13038 -1.40547 -0.00490
O 1.75573 1.59349 -0.00288
F -2.12196 -1.15960 -0.00219
```

**Net charge**: 0
**Orbital gap**: 9.628 eV
**ΔE to the lowest compared entry with this formula, charge and spin**: 32.6 kcal per mole
**Molar mass**: 113.1 g/mol
**HOMO**: -10.6749 eV
**SMILES**: N#C/C=C(\C=O)CF

Entry 8:
# C5H4N

2 unconnected molecules or ions with the total composition C5H4N (wB97M-V/def2-TZVPD, the Open Molecules 2025 dataset).

Structure (XYZ):
```
10
Properties=species:S:1:pos:R:3
C 1.20207 0.71010 -4.40649
C 0.95960 1.36483 -3.42804
C 0.23147 1.70857 -0.28893
C -0.07987 0.71649 0.61058
C -0.36959 -0.56639 1.12770
N -0.12972 2.05237 0.93460
H 1.03554 -0.18283 -4.89591
H 0.48053 -1.11236 1.65735
H -0.53079 -1.31624 0.36616
H -1.18350 -0.48202 1.88531
```

**Net charge**: +1
**Orbital gap (alpha / beta)**: 6.134 / 7.908 eV
**ΔE to the lowest compared entry with this formula, charge and spin**: 172.3 kcal per mole
**Molar mass**: 78.1 g/mol
**HOMO (alpha / beta)**: -14.9699 / -14.5305 eV

Entry 9:
# C5H4N

A gas-phase ion, C5H4N (charge +1) (wB97M-V/def2-TZVPD, the Open Molecules 2025 dataset).

Structure (XYZ):
```
10
Properties=species:S:1:pos:R:3
C 2.40124 -0.01799 0.42279
C -1.85813 0.73144 0.20483
C -1.48244 -0.45463 -0.54578
C 1.02547 -0.51670 -0.06217
C -0.18036 -0.68775 -0.57983
N 2.15497 -1.20441 0.72552
H 3.18363 0.72936 0.61276
H -2.48168 1.53928 -0.03307
H -0.88297 0.76494 0.80759
H -1.87975 -0.88353 -1.55265
```

**Net charge**: +1
**Orbital gap**: 8.106 eV
**ΔE to the lowest compared entry with this formula, charge and spin**: 76.4 kcal per mole
**Molar mass**: 78.1 g/mol
**HOMO**: -15.1190 eV

Entry 10:
# C5H4N

A gas-phase ion, C5H4N (charge +1) (wB97M-V/def2-TZVPD, the Open Molecules 2025 dataset).

Structure (XYZ):
```
10
Properties=species:S:1:pos:R:3
C -1.87677 -0.17065 -0.00941
C -1.42891 1.06927 0.09652
C 0.18653 -1.38497 0.27961
C -1.09485 -1.15661 -0.07237
C 0.89285 -0.31300 -0.22047
N -0.34277 1.53336 0.07745
H 0.77358 -2.13297 0.80436
H 1.74135 -0.08549 0.37528
H 0.98390 0.21114 -1.22148
H 0.16510 2.42991 -0.10948
```

**Net charge**: +1
**Orbital gap**: 8.560 eV
**ΔE to the lowest compared entry with this formula, charge and spin**: 73.5 kcal per mole
**Molar mass**: 78.1 g/mol
**HOMO**: -14.8233 eV
**SMILES**: C=CC#CC#[NH+]

no.,largest force on an atom (eV/A),E (hartree)
1,1.68,-828.19597
2,6.07,-1151.05294
3,2.68,-858.21632
4,3.56,-1804.96396
5,1.67,-1150.54272
6,4.37,-1216.21607
7,1.36,-422.73333
8,3.99,-246.98742
9,7.12,-247.14021
10,3.51,-247.14480